# C42H53BrClIrN3O4

C42H53BrClIrN3O4 as an isolated structure at a distorted geometry (wB97M-V/def2-TZVPD, the OMol25 dataset).

Computed properties:
E_tot	-142481.7573	eV
orbital gap (alpha / beta)	6.80 / 6.80	eV
charge	-1
LUMO energy (alpha / beta)	2.63 / 2.63	eV

CARTESIAN COORDINATES (ANGSTROEM)
Ir (0.712, 0.404, 0.360)
C (-3.802, -1.509, 0.971)
C (-3.986, 0.001, 1.133)
C (-3.799, 0.763, -0.173)
C (-3.172, 0.620, 2.263)
C (-3.887, 1.467, 3.109)
C (-3.344, 1.962, 4.282)
C (-2.089, 1.529, 4.663)
C (-1.328, 0.698, 3.844)
C (-0.030, 0.135, 4.388)
C (0.802, 1.164, 5.153)
C (-0.338, -1.058, 5.304)
C (-1.830, 0.340, 2.582)
N (-0.945, -0.308, 1.639)
C (-0.694, -1.570, 1.750)
C (0.110, -2.226, 0.805)
C (0.349, -3.579, 0.601)
C (1.071, -3.657, -0.581)
C (1.273, -2.348, -1.080)
N (0.686, -1.489, -0.213)
C (1.994, -2.105, -2.411)
C (1.801, -0.723, -3.028)
C (1.456, -3.130, -3.422)
C (3.498, -2.338, -2.231)
H (-4.592, -1.900, 0.325)
H (-3.875, -2.015, 1.939)
H (-2.851, -1.775, 0.523)
H (-5.025, 0.133, 1.445)
H (-2.740, 0.869, -0.405)
H (-4.234, 1.762, -0.085)
H (-4.279, 0.250, -1.012)
H (-4.913, 1.705, 2.847)
H (-3.916, 2.628, 4.917)
H (-1.685, 1.835, 5.621)
H (0.575, -0.231, 3.566)
H (0.376, 1.374, 6.138)
H (0.872, 2.103, 4.600)
H (1.812, 0.780, 5.309)
H (-0.876, -0.727, 6.198)
H (0.592, -1.539, 5.619)
H (-0.959, -1.806, 4.806)
H (-1.174, -2.167, 2.524)
H (0.017, -4.389, 1.234)
H (1.423, -4.561, -1.054)
H (0.794, -0.603, -3.409)
H (2.494, -0.625, -3.871)
H (2.012, 0.079, -2.325)
H (0.368, -3.063, -3.501)
H (1.720, -4.154, -3.147)
H (1.886, -2.923, -4.406)
H (3.940, -1.523, -1.662)
H (3.977, -2.379, -3.215)
H (3.704, -3.272, -1.702)
Cl (4.494, 1.021, 4.853)
C (3.577, 1.611, 3.427)
C (2.575, 0.614, 2.853)
O (2.723, -0.589, 2.968)
O (1.624, 1.222, 2.219)
H (4.319, 1.814, 2.659)
H (3.078, 2.536, 3.691)
Br (4.585, -1.948, 0.756)
C (5.548, -0.380, 0.323)
C (6.932, -0.524, 0.410)
C (7.776, 0.547, 0.184)
C (7.240, 1.786, -0.133)
C (5.868, 1.927, -0.215)
C (4.986, 0.862, 0.003)
C (3.511, 1.259, -0.073)
O (2.661, 0.281, -0.195)
O (3.248, 2.444, 0.005)
H (7.336, -1.492, 0.672)
H (8.848, 0.412, 0.270)
H (7.885, 2.639, -0.307)
H (5.421, 2.884, -0.444)
C (-2.666, -3.021, -2.370)
C (-2.213, -1.632, -2.751)
C (-2.397, -1.141, -4.046)
C (-1.961, 0.137, -4.358)
C (-2.155, 0.698, -5.746)
C (-1.328, 0.915, -3.391)
C (-1.117, 0.451, -2.081)
C (-1.604, -0.835, -1.804)
N (-0.480, 1.185, -1.085)
C (-0.411, 2.667, -1.155)
C (-1.768, 3.295, -1.497)
C (-0.051, 3.148, 0.256)
C (0.643, 3.194, -2.148)
H (-2.739, -3.665, -3.249)
H (-3.650, -2.998, -1.893)
H (-1.967, -3.478, -1.664)
H (-2.864, -1.761, -4.805)
H (-2.361, -0.096, -6.466)
H (-1.268, 1.240, -6.080)
H (-2.995, 1.397, -5.772)
H (-0.944, 1.875, -3.695)
H (-1.449, -1.225, -0.813)
H (-2.511, 3.050, -0.742)
H (-2.157, 2.987, -2.464)
H (-1.644, 4.382, -1.511)
H (-0.786, 2.792, 0.985)
H (-0.033, 4.240, 0.286)
H (0.951, 2.825, 0.561)
H (0.460, 2.835, -3.160)
H (1.633, 2.882, -1.846)
H (0.621, 4.290, -2.170)

=====

# C4H16N8O4Ti

C4H16N8O4Ti as an isolated structure at a distorted geometry (wB97M-V/def2-TZVPD, the OMol25 dataset).

Computed properties:
E_tot	-47624.7027	eV
orbital gap (alpha / beta)	5.84 / 7.38	eV
<S²>	3.75
charge	+1
LUMO energy (alpha / beta)	-5.85 / -4.52	eV
multiplicity	4

CARTESIAN COORDINATES (ANGSTROEM)
Ti (0.091, 0.672, -0.235)
C (1.458, -2.138, -4.922)
O (1.509, -1.053, -4.324)
N (2.449, -2.783, -5.410)
N (0.367, -2.696, -5.335)
H (2.289, -3.711, -5.775)
H (3.343, -2.346, -5.234)
H (0.264, -3.522, -5.907)
H (-0.464, -2.391, -4.849)
C (-1.986, 5.052, 0.013)
O (-3.006, 4.862, 0.638)
N (-1.598, 4.574, -1.112)
N (-0.952, 5.685, 0.580)
H (-0.675, 4.827, -1.435)
H (-2.185, 4.070, -1.762)
H (-0.422, 6.377, 0.071)
H (-0.877, 5.767, 1.584)
C (3.391, 1.736, 4.196)
O (2.349, 1.191, 3.956)
N (4.566, 1.353, 3.837)
N (3.338, 2.811, 5.033)
H (5.214, 2.114, 3.983)
H (4.783, 0.527, 3.298)
H (2.509, 3.073, 5.547)
H (4.210, 3.248, 5.293)
C (-3.594, -4.212, 0.734)
O (-3.219, -3.206, 0.109)
N (-3.097, -4.495, 1.929)
N (-4.502, -5.128, 0.363)
H (-3.481, -5.304, 2.396)
H (-2.444, -3.843, 2.338)
H (-4.739, -5.900, 0.971)
H (-4.887, -5.211, -0.567)

=====

# C29H34F3N5O9

C29H34F3N5O9 as an isolated structure at a distorted geometry (wB97M-V/def2-TZVPD, the OMol25 dataset).

Computed properties:
E_tot	-64622.6350	eV
orbital gap	6.73	eV
LUMO energy	-0.18	eV

CARTESIAN COORDINATES (ANGSTROEM)
C (-1.742, 2.291, -0.752)
C (-0.637, 3.333, -1.055)
O (-1.058, 3.508, -2.421)
C (-1.599, 2.376, -2.942)
O (-1.850, 2.130, -4.139)
O (-1.935, 1.612, -1.900)
F (0.538, 2.685, -1.055)
H (-2.627, 2.736, -0.296)
H (-1.427, 1.602, 0.032)
H (-0.559, 4.151, -0.339)
C (4.067, 1.234, 0.487)
C (3.122, 2.424, 0.313)
O (2.281, 2.177, -0.719)
C (2.889, 1.199, -1.453)
O (2.374, 0.648, -2.436)
O (3.897, 0.637, -0.778)
F (3.900, 3.537, 0.064)
H (3.773, 0.524, 1.261)
H (5.064, 1.651, 0.630)
H (2.627, 2.648, 1.258)
C (3.454, -3.941, -0.479)
C (4.439, -3.197, 0.450)
O (4.433, -1.912, -0.090)
C (3.298, -1.731, -0.781)
O (2.819, -0.715, -1.189)
O (2.620, -2.877, -0.867)
F (5.596, -3.815, 0.342)
H (3.023, -4.816, 0.006)
H (3.964, -4.314, -1.367)
H (4.127, -3.110, 1.491)
N (0.650, -3.102, -2.559)
C (0.640, -3.254, -1.174)
C (-0.572, -2.835, -0.820)
C (-1.174, -2.236, -1.856)
C (-0.461, -2.459, -2.986)
H (1.436, -3.293, -3.163)
H (1.470, -3.644, -0.604)
H (-0.846, -2.740, 0.221)
H (-2.125, -1.725, -1.885)
H (-0.759, -2.169, -3.983)
N (-4.216, -2.425, -0.378)
C (-3.110, -1.718, -0.727)
C (-3.503, -0.723, -1.637)
C (-4.846, -0.647, -1.694)
C (-5.268, -1.727, -0.972)
H (-4.340, -3.147, 0.318)
H (-2.089, -2.018, -0.540)
H (-2.826, -0.107, -2.212)
H (-5.404, 0.032, -2.321)
H (-6.260, -2.111, -0.785)
N (3.349, 0.426, 3.523)
C (2.349, 0.871, 2.611)
C (2.415, 2.267, 2.516)
C (3.416, 2.695, 3.516)
C (3.946, 1.547, 4.133)
H (3.370, -0.566, 3.712)
H (1.685, 0.141, 2.173)
H (1.784, 2.926, 1.938)
H (3.682, 3.725, 3.703)
H (4.782, 1.386, 4.796)
N (-0.053, -0.758, -0.643)
C (0.984, 0.060, -0.232)
C (0.471, 0.973, 0.754)
C (-0.937, 0.749, 0.788)
C (-1.178, -0.272, -0.084)
H (0.011, -1.616, -1.172)
H (1.979, -0.274, -0.487)
H (1.079, 1.592, 1.397)
H (-1.760, 1.237, 1.289)
H (-2.041, -0.918, -0.152)
N (-3.606, 0.961, 0.711)
C (-4.911, 0.488, 0.723)
C (-5.665, 1.170, 1.679)
C (-4.758, 2.157, 2.238)
C (-3.565, 1.988, 1.588)
H (-2.845, 0.485, 0.248)
H (-5.125, -0.455, 0.242)
H (-6.637, 0.966, 2.103)
H (-4.821, 2.888, 3.030)
H (-2.668, 2.534, 1.841)